(1)
{"formula": "C2H5O3PS", "method": "ωB97M-V with the def2-TZVPD basis set", "e_above_lowest_ev": 2.520, "e_tot_ha": -1044.434253, "orbital_gap_ev": 11.17, "symbols": ["C", "C", "O", "O", "O", "P", "S", "H", "H", "H", "H", "H"], "xyz": [[0.4660, 0.4212, -0.2802], [-0.4127, -0.8160, -0.2203], [-2.9821, -1.0456, -0.8253], [-2.0836, 1.2421, -0.5537], [-2.4718, -0.1709, 1.4285], [-0.7309, 2.0216, -0.0416], [-2.1705, -0.2841, 0.0355], [1.2663, 0.5801, 0.3476], [0.7622, 0.5812, -1.2973], [-0.4815, -1.2853, -1.2150], [-0.1739, -1.5415, 0.4393], [-0.9354, 1.6084, 1.2175]], "forces_ev_per_a": [[-3.1, 1.6, -1.6], [-1.3, 2.8, -2.8], [-1.0, -0.5, -0.8], [-0.6, -1.3, -0.6], [0.1, -0.1, 0.0], [1.8, -0.7, -1.0], [1.1, 0.2, 0.6], [1.7, -0.2, 1.6], [0.6, -0.1, -0.5], [0.1, 0.2, 0.4], [0.6, -2.1, 2.5], [0.0, 0.2, 2.1]]}

---

(2)
{"formula": "C2H5O3PS", "method": "ωB97M-V with the def2-TZVPD basis set", "e_above_lowest_ev": 4.811, "e_tot_ha": -1044.350043, "orbital_gap_ev": 8.86, "symbols": ["C", "C", "O", "O", "O", "P", "S", "H", "H", "H", "H", "H"], "xyz": [[-1.2167, -0.5681, -0.8099], [-0.1965, 1.1101, 0.2858], [2.0067, 0.3955, 1.4145], [2.0280, 0.9617, -0.9681], [1.1488, -1.2387, -0.2404], [-0.3044, -1.9065, 0.0388], [1.4056, 0.3361, 0.1277], [-2.1831, -0.2897, -0.4489], [-1.1494, -0.6034, -1.8338], [-0.2227, 2.0714, -0.2991], [-0.6078, 1.2949, 1.2863], [-0.7085, -1.5634, 1.4470]], "forces_ev_per_a": [[0.9, 2.1, 4.8], [-1.1, -1.4, -2.7], [0.4, -0.6, 0.5], [0.8, -0.2, -1.4], [1.0, 1.1, 0.5], [-1.8, -0.4, 0.6], [-1.2, 1.3, 1.4], [-0.7, -0.3, 0.1], [0.6, 0.6, -2.4], [0.2, -1.4, 0.3], [0.1, -0.9, -0.3], [0.7, 0.0, -1.3]]}

---

(3)
{"formula": "C2H5O3S", "method": "ωB97M-V with the def2-TZVPD basis set", "charge": -1, "e_tot_ha": -702.933468, "orbital_gap_ev": [4.34, 6.92], "multiplicity": 3, "symbols": ["C", "C", "O", "O", "O", "S", "H", "H", "H", "H", "H"], "xyz": [[-1.8786, 0.2862, 1.4185], [1.6892, 0.2694, -0.5455], [1.3146, -1.0028, -1.1362], [-1.6024, -0.9519, -0.7217], [0.6006, 0.9667, -0.1960], [-0.7618, -0.4547, 0.4234], [-1.5331, 0.5158, 2.3110], [-2.8378, 0.3038, 1.1883], [0.4423, -0.8460, -1.7033], [2.2153, 0.0147, 0.2883], [2.3519, 0.8988, -1.3268]], "forces_ev_per_a": [[1.7, 0.6, -1.5], [-1.2, 0.9, -3.6], [-1.6, 0.6, -2.0], [-0.4, -0.5, -1.4], [0.8, 2.5, -0.7], [-0.1, -2.7, 0.4], [1.3, 1.2, 4.3], [-4.2, -0.2, -1.0], [2.5, -0.3, 1.8], [2.3, -0.9, 2.2], [-1.0, -1.1, 1.4]]}